<P>
The following is a quantum chemistry calculation of one molecule with the formula C7H7NS, from the OMol25 dataset.

Its SMILES is CC1=C(C#N)SCC=C1. The calculation puts the LUMO energy (spin up / spin down) at -0.69 / -0.69 eV. Its HOMO-LUMO gap (spin up / spin down) is 7.631 / 7.632 eV. The highest occupied orbital energy (spin up / spin down) is -8.32 / -8.32 eV.

```
! RIJCOSX wB97M-V def2-TZVPD def2/J DEFGRID3
* xyz 0 1
C -0.81784 2.09603 -0.29958
C -0.11160 0.86584 0.29464
C -0.24611 0.69780 1.76433
C -1.20262 1.42237 2.45766
N -2.04840 2.04048 2.89868
S 0.34230 -0.75949 2.65622
C 0.39855 -2.07845 1.30953
C 0.79602 -1.42327 0.07706
C 0.59271 -0.19636 -0.27601
H -1.81901 1.92981 -0.17999
H -0.44438 2.04699 -1.31974
H -0.54769 2.96994 0.21476
H -0.60055 -2.60594 1.28876
H 1.23689 -2.76658 1.74662
H 1.49995 -2.03203 -0.49037
H 1.20361 -0.12334 -1.23499
*
```

These are the Mulliken partial charges, in e, on atoms 1 to 2: atom 1 (C): -1.437, atom 2 (C): 0.900



<Q>
The following is a quantum chemistry calculation of one molecule with the formula C7H7NS, from the OMol25 dataset.

Its SMILES is C1=C/C=C\C=C\NSC=1. The calculation puts the LUMO energy at 0.71 eV. Its HOMO-LUMO gap is 8.828 eV. The highest occupied orbital energy is -8.12 eV.

```
! RIJCOSX wB97M-V def2-TZVPD def2/J DEFGRID3
* xyz 0 1
C 0.51026 1.58568 0.09280
C -0.76255 1.50387 0.39117
C -1.79023 0.63391 -0.19382
C -1.76840 -0.70754 -0.25182
C -0.60289 -1.45975 0.18814
C 0.58593 -1.25574 -0.38446
N 1.83099 -1.38320 0.20715
S 2.82409 0.01152 0.03366
C 1.73436 1.41142 -0.30543
H -1.13923 2.16393 1.16741
H -2.72132 1.13938 -0.42540
H -2.68209 -1.23691 -0.49370
H -0.69838 -2.05521 1.09004
H 0.63387 -0.74385 -1.33808
H 1.78112 -1.70213 1.17213
H 2.26446 2.09463 -0.94978
*
```

These are the Mulliken partial charges, in e, on atoms 1 to 2: atom 1 (C): 0.415, atom 2 (C): -0.531



The most stable of them is <P>.



<P>
The following is a quantum chemistry calculation of an isolated ion of composition C4H7N2OS and charge +1, from the OMol25 dataset.

Its SMILES is CC1=[NH+][C@@]2(CO2)SN1. The calculation puts the LUMO energy at -4.25 eV. Its HOMO-LUMO gap is 9.134 eV. The highest occupied orbital energy is -13.39 eV.

```
! RIJCOSX wB97M-V def2-TZVPD def2/J DEFGRID3
* xyz 1 1
C -1.94961 0.80496 1.12520
C -0.85436 0.55975 0.17524
N -0.11382 -0.59683 0.10458
C 0.98218 -0.55639 -0.80140
C 2.13756 -1.51722 -0.52720
O 2.42904 -0.36292 0.19320
S 0.73119 0.87380 -1.77117
N -0.43524 1.46902 -0.69151
H -1.61731 1.56936 1.69056
H -2.18476 -0.21576 1.50432
H -2.70055 1.21167 0.61324
H 0.09791 -1.34162 0.73832
H 1.80952 -2.45268 -0.13560
H 2.78556 -1.62749 -1.31974
H -1.11731 2.18236 -0.89804
*
```

These are the Mulliken partial charges, in e, on atoms 1 to 2: atom 1 (C): -1.264, atom 2 (C): 0.434



<Q>
The following is a quantum chemistry calculation of an isolated ion of composition C4H7N2OS and charge +1, from the OMol25 dataset.

The calculation puts the LUMO energy at -4.06 eV. Its HOMO-LUMO gap is 9.965 eV. The highest occupied orbital energy is -14.02 eV.

```
! RIJCOSX wB97M-V def2-TZVPD def2/J DEFGRID3
* xyz 1 1
C 1.48228 0.83655 0.18740
C 0.56406 1.64982 -0.29160
C -1.16833 0.13747 -0.01747
C 1.13534 -0.65955 0.26218
N -0.75679 1.34960 -0.43228
N -0.41006 -0.78134 0.47133
O 1.59187 -1.37984 -0.82895
S -3.15845 -0.23344 0.00329
H 2.59018 0.92396 0.32293
H 0.88519 2.78208 -0.31085
H 1.61724 -0.99866 1.13506
H -1.45097 1.99824 -0.77593
H -0.75928 -1.67998 0.80132
H 1.25600 -2.31128 -0.74757
H -3.41827 -1.63363 0.22113
*
```

These are the Mulliken partial charges, in e, on atoms 1 to 2: atom 1 (C): -0.452, atom 2 (C): -0.207



The most stable of them is <Q>.



<P>
The following is a quantum chemistry calculation of C20H32N3NiOS as an isolated structure, from the OMol25 dataset.

The calculation puts the LUMO energy (spin up / spin down) at -2.45 / -3.30 eV. Its HOMO-LUMO gap (spin up / spin down) is 7.718 / 6.849 eV. The highest occupied orbital energy (spin up / spin down) is -10.17 / -10.14 eV.

```
! RIJCOSX wB97M-V def2-TZVPD def2/J DEFGRID3
* xyz 1 3
Ni 0.23123 0.22948 0.25986
N -0.39133 0.14497 2.26257
C -0.49830 1.52071 2.79381
C 0.47342 2.44597 2.07590
N 0.31453 2.28025 0.61469
H -1.25894 -0.37085 2.38192
H 0.32504 -0.38632 2.74902
H -0.30950 1.55770 3.86819
H -1.52690 1.85583 2.64589
H 1.50090 2.17954 2.32321
H 0.31169 3.47858 2.39195
H 1.10804 2.68029 0.12022
H -0.51091 2.77938 0.29529
C 3.14812 -3.44489 -2.45773
C 4.11182 -2.69823 -1.79593
C 3.75768 -1.61680 -1.00499
C 2.41705 -1.24670 -0.87681
C 1.45368 -2.00425 -1.54590
C 1.81086 -3.09347 -2.31946
N 1.99943 -0.17667 -0.07380
C 3.00950 0.66932 0.44698
C 3.59608 1.65419 -0.34820
C 4.53121 2.52248 0.19506
C 4.90138 2.41087 1.52917
C 4.33979 1.41713 2.31780
C 3.39694 0.55074 1.77988
H 3.43081 -4.28985 -3.06914
H 5.15669 -2.96432 -1.88517
H 4.52654 -1.06253 -0.48419
H 0.39896 -1.74847 -1.45238
H 1.04065 -3.66741 -2.81809
H 3.31459 1.72313 -1.39198
H 4.97901 3.28525 -0.42789
H 5.63591 3.08580 1.94660
H 4.64332 1.30874 3.35066
H 2.98040 -0.24732 2.38259
C -3.87350 -2.16245 -2.58942
C -3.63169 -0.66814 -2.75834
C -2.24184 -0.21461 -2.31760
S -1.92904 -0.15750 -0.54580
O -2.04752 -1.51029 0.05440
C -3.29168 0.87940 0.05005
C -4.46832 0.06020 0.58807
C -4.29438 -0.32954 2.04888
H -4.89806 -2.41420 -2.85719
H -3.69059 -2.48930 -1.56726
H -3.21117 -2.73319 -3.24081
H -4.39914 -0.08665 -2.24123
H -3.72112 -0.39467 -3.81265
H -1.99142 0.78656 -2.67798
H -1.46653 -0.89212 -2.68512
H -3.57882 1.53219 -0.77533
H -2.86789 1.50613 0.83628
H -4.60275 -0.83764 -0.01696
H -5.36906 0.66340 0.45941
H -3.49214 -1.05933 2.16231
H -5.20370 -0.78465 2.43779
H -4.07901 0.54415 2.66893
*
```

These are the Mulliken partial charges, in e, on atoms 1 to 2: atom 1 (Ni): -0.858, atom 2 (N): -0.210



<Q>
The following is a quantum chemistry calculation of C20H32N3NiOS as an isolated structure, from the OMol25 dataset.

The calculation puts the LUMO energy (spin up / spin down) at -2.26 / -2.60 eV. Its HOMO-LUMO gap (spin up / spin down) is 7.678 / 7.471 eV. The highest occupied orbital energy (spin up / spin down) is -9.93 / -10.07 eV.

```
! RIJCOSX wB97M-V def2-TZVPD def2/J DEFGRID3
* xyz 1 3
Ni -0.73909 -0.52073 -0.85350
N -1.43817 -2.08402 -2.03104
C -0.35928 -2.38703 -2.99811
C 0.98020 -2.32726 -2.28367
N 1.12963 -1.00441 -1.64687
H -1.60634 -2.88098 -1.42334
H -2.30705 -1.89194 -2.51773
H -0.39785 -1.62687 -3.78011
H -0.49166 -3.36050 -3.47203
H 1.78663 -2.54669 -2.98504
H 1.00934 -3.07800 -1.49209
H 1.41548 -0.28965 -2.31178
H 1.83999 -1.03665 -0.92444
C 2.18963 3.61449 -2.84377
C 1.82970 3.85235 -1.52258
C 0.81904 3.11584 -0.92643
C 0.14830 2.12453 -1.64365
C 0.49413 1.91335 -2.97750
C 1.51459 2.64671 -3.57129
N -0.84663 1.32914 -1.02547
C -2.03831 1.94975 -0.63648
C -2.42932 3.21720 -1.07935
C -3.65612 3.74043 -0.70054
C -4.52540 3.02422 0.10921
C -4.14917 1.76323 0.55313
C -2.91857 1.24269 0.19524
H 2.97916 4.19184 -3.30513
H 2.34062 4.61844 -0.95372
H 0.52881 3.30738 0.09984
H -0.07250 1.19066 -3.55598
H 1.76609 2.47355 -4.60987
H -1.77654 3.78803 -1.72559
H -3.93837 4.72383 -1.05433
H -5.48029 3.44389 0.39335
H -4.80835 1.19053 1.19298
H -2.61913 0.26753 0.58323
C 2.61758 0.99256 2.17954
C 1.81914 -0.30478 2.24057
C 0.33993 -0.01691 2.44118
S -0.80385 -1.36944 2.13899
O -0.51770 -1.83582 0.70355
C -0.15498 -2.68882 3.19532
C 0.88705 -3.58857 2.54399
C 1.29691 -4.69872 3.50648
H 3.68056 0.78987 2.05587
H 2.49354 1.57323 3.09467
H 2.29070 1.60999 1.34138
H 2.18914 -0.93270 3.05332
H 1.95341 -0.87054 1.31545
H -0.00706 0.75580 1.74686
H 0.11397 0.33468 3.45207
H -1.03009 -3.27099 3.48787
H 0.22295 -2.19402 4.09338
H 1.76075 -3.00924 2.24688
H 0.46563 -4.01511 1.63370
H 1.74738 -4.29222 4.41307
H 2.02502 -5.36101 3.04046
H 0.43681 -5.30212 3.79987
*
```

These are the Mulliken partial charges, in e, on atoms 1 to 2: atom 1 (Ni): -0.304, atom 2 (N): -0.308



The most stable of them is <Q>.



<P>
The following is a quantum chemistry calculation of a 2-piece molecular cluster, CH5P overall, from the OMol25 dataset.

The calculation puts the LUMO energy (spin up / spin down) at -1.03 / 0.01 eV. Its HOMO-LUMO gap (spin up / spin down) is 7.982 / 8.824 eV. The highest occupied orbital energy (spin up / spin down) is -9.01 / -8.81 eV.

```
! RIJCOSX wB97M-V def2-TZVPD def2/J DEFGRID3
* xyz 0 1
C 0.34667 0.64042 1.06890
P -0.46861 -0.11301 -1.94271
H 0.35097 1.73377 1.17736
H 1.16244 0.38566 0.42440
H -0.48737 -0.01217 1.26603
H 0.48405 -0.95127 -2.35276
H 0.23630 1.07025 -2.07501
*
```

These are the Mulliken partial charges, in e, on atoms 1 to 2: atom 1 (C): -0.913, atom 2 (P): -0.049



<Q>
The following is a quantum chemistry calculation of CH5P as an isolated structure, from the OMol25 dataset.

The calculation puts the LUMO energy at 0.28 eV. Its HOMO-LUMO gap is 9.433 eV. The highest occupied orbital energy is -9.15 eV.

```
! RIJCOSX wB97M-V def2-TZVPD def2/J DEFGRID3
* xyz 0 1
C 0.93430 -0.38237 -0.07666
P -1.50007 -0.10332 -0.09354
H 1.27555 -0.88255 0.82144
H 1.25989 0.63236 -0.17473
H 1.32822 -0.98245 -0.90613
H -1.78908 1.19414 -0.78149
H -1.50881 0.52420 1.21111
*
```

These are the Mulliken partial charges, in e, on atoms 1 to 2: atom 1 (C): -0.893, atom 2 (P): -0.051



The most stable of them is <Q>.